# 1
7
Properties=species:S:1:pos:R:3:mulliken_charge:R:1 method="wB97M-V/def2-TZVPD" gap_ev="6.84 / 7.15" charge=+1 multiplicity=2 s2=0.773
C -0.43011 0.33040 0.38807 -0.383
C 0.66567 0.97832 0.83970 0.809
O 1.59844 1.66167 0.87483 -0.192
Cd -0.01380 -2.13211 -0.97467 1.264
F -0.47141 -1.06174 0.66613 -0.389
H -1.40319 0.78768 0.22926 0.378
O 0.05439 -0.56423 -2.02332 -0.486


# 2
7
Properties=species:S:1:pos:R:3:mulliken_charge:R:1 method="wB97M-V/def2-TZVPD" gap_ev=10.75 charge=0
C -0.06589 0.01709 0.34260 0.789
C 0.59662 -1.22508 0.00064 -0.192
H -0.20321 -2.30556 0.20775 0.219
O 1.74516 -1.41938 -0.52828 -0.416
F -0.00354 0.07658 1.64166 -0.155
Cl 0.64279 1.46657 -0.34523 -0.114
Cl -1.63752 -0.27720 -0.40864 -0.131


# 3
6
Properties=species:S:1:pos:R:3:mulliken_charge:R:1 method="wB97M-V/def2-TZVPD" gap_ev="9.91 / 5.33" charge=0
C -0.09968 1.62334 0.95293 0.559
C -0.33034 0.74601 -0.04540 -0.436
N 0.18153 2.47150 1.65965 -0.270
Cl -1.30548 0.92532 -1.37574 -0.037
Cl 2.51712 0.70017 -1.52659 -0.088
H 0.56506 0.00208 -0.25954 0.272


# 4
6
Properties=species:S:1:pos:R:3:mulliken_charge:R:1 method="wB97M-V/def2-TZVPD" gap_ev=11.16 charge=0
C 0.27437 -0.39307 0.13243 0.086
C -0.61320 0.89420 -0.09083 0.199
H 0.64956 -0.59542 1.25988 0.266
N -1.39968 1.70646 -0.47595 -0.357
Cl -0.95042 -1.47884 -0.40204 -0.075
Cl 2.03937 -0.13332 -0.42349 -0.119


# 5
8
Properties=species:S:1:pos:R:3:mulliken_charge:R:1 method="wB97M-V/def2-TZVPD" gap_ev=10.40 charge=0
C 0.85236 -0.33252 -0.97642 -0.260
C -0.47129 0.71030 1.17265 0.468
N -0.10673 -0.68631 -1.55157 0.508
O -1.15017 1.35872 0.48552 -0.304
O -1.14554 -1.11718 -1.86797 -0.540
Cl -0.95917 -0.72803 2.00083 -0.079
Cl 1.08808 1.32487 1.83454 -0.139
H 1.89245 -0.52984 -1.09757 0.346


# 6
7
Properties=species:S:1:pos:R:3:mulliken_charge:R:1 method="wB97M-V/def2-TZVPD" gap_ev=10.11 charge=0
C 1.61019 -0.36216 -0.04172 0.373
C -1.00914 0.01613 0.00155 0.113
N 0.38808 -0.29626 -0.01266 -0.272
S 3.21659 -0.56662 -0.13402 -0.282
Cl -1.39269 1.08568 -1.36217 -0.129
Cl -1.29846 0.98920 1.44054 -0.139
H -1.51457 -0.86597 0.10848 0.337


Short version: energy relative to the best compared isomer or geometry (same formula, charge and spin) = 374.1, 117.9, 314.3, 136.4, 5.6, 7.6 kJ/mol, in the order given.
Short version: strongest force on any atom = 3.66, 9.12, 5.24, 5.04, 1.88, 4.54 eV/A, in the order given.
Short version: DFT total energy = -13452.3928, -31897.9044, -28621.0941, -28622.9384, -32716.6040, -39459.3736 eV, in the order given.